This record from the OMol25 dataset describes C38H39N3P2RuS3 as an isolated structure at a distorted geometry. The level of theory is ωB97M-V/def2-TZVPD.

Last column: Mulliken charge in e.
Positions of all 86 atoms, in Å:
1 Ru 1.399 -0.452 0.235  0.277
2 S 1.907 1.715 -1.223  -0.515
3 P 0.237 2.331 -0.242  1.864
4 C -0.277 0.958 0.693  -1.085
5 P -1.667 -0.026 0.332  2.279
6 S -0.897 -1.798 -0.248  -0.658
7 C -2.548 -0.249 1.903  0.209
8 C -3.843 -0.751 1.930  -0.535
9 C -4.487 -0.880 3.147  -0.677
10 C -3.846 -0.512 4.320  -0.547
11 C -2.539 -0.055 4.290  -0.806
12 C -1.883 0.074 3.080  -0.254
13 C -2.915 0.543 -0.848  0.205
14 C -3.090 -0.099 -2.065  -0.342
15 C -4.068 0.352 -2.932  -0.693
16 C -4.849 1.444 -2.592  -0.546
17 C -4.668 2.084 -1.374  -0.785
18 C -3.699 1.636 -0.497  -0.442
19 C -0.873 3.070 -1.471  0.580
20 C -1.594 4.232 -1.221  -0.459
21 C -2.387 4.757 -2.226  -0.788
22 C -2.465 4.124 -3.457  -0.576
23 C -1.772 2.947 -3.687  -0.741
24 C -0.973 2.418 -2.696  -0.324
25 C 0.659 3.605 0.989  0.294
26 C 1.688 4.513 0.768  -0.615
27 C 2.027 5.416 1.760  -0.675
28 C 1.349 5.407 2.971  -0.507
29 C 0.318 4.505 3.186  -0.771
30 C -0.030 3.605 2.197  -0.275
31 H -4.337 -1.025 1.007  0.463
32 H -5.493 -1.268 3.180  0.420
33 H -4.364 -0.588 5.261  0.411
34 H -2.027 0.202 5.203  0.456
35 H -0.863 0.438 3.025  0.286
36 H -2.472 -0.947 -2.321  0.391
37 H -4.223 -0.152 -3.873  0.459
38 H -5.604 1.798 -3.278  0.436
39 H -5.288 2.928 -1.111  0.443
40 H -3.543 2.119 0.459  0.461
41 H -1.535 4.715 -0.254  0.482
42 H -2.943 5.666 -2.050  0.447
43 H -3.059 4.557 -4.246  0.438
44 H -1.847 2.441 -4.638  0.458
45 H -0.417 1.502 -2.858  0.271
46 H 2.221 4.494 -0.174  0.443
47 H 2.828 6.122 1.593  0.439
48 H 1.626 6.104 3.747  0.417
49 H -0.212 4.498 4.127  0.453
50 H -0.830 2.895 2.350  0.373
51 S 4.977 1.210 1.448  -0.198
52 C 3.282 1.394 1.743  -0.091
53 N 2.612 0.304 1.984  -0.615
54 C 3.451 -0.791 2.021  -0.108
55 C 3.077 -2.086 2.395  -0.135
56 C 4.040 -3.076 2.373  -0.690
57 C 5.352 -2.794 1.993  -0.541
58 C 5.749 -1.509 1.670  -0.511
59 C 4.799 -0.502 1.715  0.962
60 H 2.827 2.369 1.710  0.231
61 H 2.058 -2.272 2.727  0.541
62 H 3.778 -4.082 2.664  0.452
63 H 6.083 -3.588 1.980  0.435
64 H 6.768 -1.288 1.398  0.447
65 C 1.255 -4.435 0.464  -0.183
66 C 2.205 -4.712 -0.699  -1.088
67 N 1.877 -3.952 -1.897  0.091
68 C 1.243 -4.687 -2.977  -0.878
69 C -0.239 -4.955 -2.710  -0.808
70 C 1.990 -2.614 -1.889  1.077
71 C 1.481 -1.817 -3.049  -0.766
72 N 2.575 -1.943 -0.938  -0.843
73 H 1.586 -4.981 1.343  0.406
74 H 0.243 -4.748 0.222  0.311
75 H 1.215 -3.371 0.716  -0.364
76 H 2.153 -5.770 -0.955  0.430
77 H 3.238 -4.498 -0.404  0.497
78 H 1.766 -5.642 -3.090  0.436
79 H 1.369 -4.142 -3.913  0.444
80 H -0.371 -5.677 -1.910  0.307
81 H -0.700 -5.362 -3.603  0.417
82 H -0.761 -4.043 -2.431  0.072
83 H 2.125 -1.970 -3.914  0.484
84 H 1.517 -0.758 -2.785  -0.157
85 H 0.465 -2.098 -3.310  0.263
86 H 3.082 -2.525 -0.269  0.137

The highest occupied orbital energy (alpha / beta) comes out at -0.379 / -0.382 Ha. Its charge is +1. The value obtained for the frontier orbital gap (alpha / beta) is 0.24276 / 0.24938 hartree. The spin multiplicity is 2. For the total energy, the calculation gives -3607.678324 hartree.